(1)
Computed, not measured: a cluster of 2 separate species, C5H13N2O in total at a distorted geometry, with wB97M-V/def2-TZVPD.

Geometry as XYZ:
```
21
Properties=species:S:1:pos:R:3:forces:R:3
C -2.322 0.074 -2.006 1.0 0.5 0.9
C -1.204 0.364 -1.284 -0.7 0.6 -0.5
N -1.160 1.434 -0.350 1.2 -0.5 -0.6
C 0.091 2.248 -0.194 -0.1 -1.0 -0.2
H -3.183 0.735 -1.916 -0.1 -0.3 -0.1
H -2.360 -0.820 -2.614 -0.1 0.1 0.0
H -0.263 -0.216 -1.388 -0.4 0.5 0.5
H -1.994 1.978 -0.336 -0.6 0.3 -0.1
H 0.172 2.580 0.887 -0.1 0.0 -1.3
H 0.894 1.459 -0.366 -0.5 1.2 0.2
H 0.131 3.108 -0.950 0.0 -0.9 1.1
C 1.694 -1.466 0.146 0.1 -0.1 -0.2
O 1.395 -0.231 -0.387 0.9 -1.6 0.0
C 1.332 -1.469 1.657 0.4 -0.1 -1.5
N -0.083 -1.177 1.709 -0.5 0.4 -0.6
H 1.169 -2.352 -0.332 -0.3 0.6 0.1
H 2.761 -1.844 0.064 -0.2 0.7 0.1
H 1.549 -2.466 2.062 0.1 0.2 0.3
H 1.996 -0.672 2.030 -0.2 -0.2 0.6
H -0.363 -0.807 2.599 -0.1 0.3 0.3
H -0.254 -0.459 0.968 0.2 -0.6 0.9
```
Forces are in eV/Å.

Computed properties:
Kohn-Sham gap: 7.278 eV
molecular weight: 117.17 g/mol
total charge: -1
energy: -10422.0912 eV
relative energy (zero: lowest compared OMol25 entry of this formula, charge and spin): 155.1 kJ/mol
LUMO level: 0.1504 Ha

(2)
Computed, not measured: a structure of composition C12H13BrOSm at a distorted geometry, with wB97M-V/def2-TZVPD.

Geometry as XYZ:
```
28
Properties=species:S:1:pos:R:3:forces:R:3
C -1.002 -0.915 -2.088 -0.8 -0.1 0.5
C -1.076 -1.940 -1.084 -0.9 0.4 0.0
C -1.845 -1.416 0.033 -0.8 0.2 -0.7
H -0.516 -2.901 -1.093 -0.7 0.9 0.0
C -2.220 -0.047 -0.289 -0.7 -1.0 -0.5
C -1.703 0.252 -1.605 -0.2 -0.6 0.4
H -1.741 1.250 -2.092 0.0 -1.0 0.4
H -0.449 -0.996 -3.044 -0.5 0.1 0.9
H -1.909 -1.878 1.047 -0.1 0.3 -1.2
H -2.698 0.681 0.406 0.3 -0.8 -0.8
Sm 0.214 -0.116 0.116 1.6 0.4 0.5
Br 1.149 -2.173 1.540 0.4 -1.4 0.7
C 2.371 1.116 0.117 0.7 0.1 -0.7
C 1.516 1.894 -0.764 0.6 -0.5 -0.1
C 1.322 1.125 -1.970 0.4 -0.1 0.3
H 0.951 2.817 -0.478 0.8 -0.8 -0.4
C 2.039 -0.124 -1.841 0.1 0.7 0.3
C 2.691 -0.126 -0.561 0.2 0.9 -0.1
H 3.235 -0.988 -0.115 -0.5 1.0 -0.5
H 2.542 1.320 1.204 0.0 -0.1 -1.3
H 0.662 1.410 -2.816 0.7 -0.2 0.7
H 2.020 -0.980 -2.554 0.1 0.9 0.6
C -1.370 0.281 3.056 -0.5 0.5 2.7
C -0.123 0.641 2.442 0.2 -0.6 -5.5
O 0.906 1.191 2.770 0.2 0.7 2.5
H -2.199 0.780 2.537 0.3 -0.3 0.2
H -1.272 0.652 4.075 -0.9 -0.1 1.1
H -1.494 -0.811 3.051 0.0 0.4 -0.1
```
Forces are in eV/Å.

Computed properties:
Kohn-Sham gap (alpha / beta): 5.387 / 5.300 eV
multiplicity: 6
molecular weight: 403.50 g/mol
<S²>: 8.78
total charge: -1
energy: -102649.4232 eV
LUMO level (alpha / beta): 0.1009 / 0.1010 Ha

(3)
Computed, not measured: the molecule C3H3N3S at a distorted geometry, with wB97M-V/def2-TZVPD.

Geometry as XYZ:
```
10
Properties=species:S:1:pos:R:3:forces:R:3
S 2.580 0.025 -0.062 -0.3 1.7 0.6
C 1.108 -0.813 0.099 1.2 0.1 -0.6
C -0.097 -0.346 -0.218 -1.5 1.6 1.3
C -0.861 0.968 -0.040 3.5 -1.3 -1.3
N -2.077 0.764 0.016 -2.0 -1.4 0.6
N -2.201 -0.675 0.003 -1.7 -0.7 -0.6
N -1.119 -1.261 -0.151 -0.9 -0.5 0.5
H 1.897 1.234 -0.066 1.0 -0.7 -0.3
H 1.263 -1.831 0.404 -0.4 -0.5 -0.4
H -0.494 1.934 0.015 1.0 1.7 0.0
```
Forces are in eV/Å.

Computed properties:
SMILES string: S/C=C1\C=NN=N1
Kohn-Sham gap: 8.562 eV
molecular weight: 113.15 g/mol
total charge: 0
energy: -18461.8862 eV
relative energy (zero: lowest compared OMol25 entry of this formula, charge and spin): 308.4 kJ/mol
LUMO level: -0.0414 Ha

(4)
Computed, not measured: a structure of composition C30H75BaN6O13 at a distorted geometry, with wB97M-V/def2-TZVPD.

Geometry as XYZ:
```
125
Properties=species:S:1:pos:R:3:forces:R:3
Ba -4.484 0.382 0.552 1.8 0.2 -0.2
N -0.603 -0.634 -0.039 0.4 -1.1 -3.1
O -0.375 -1.541 -0.829 -0.5 -1.7 0.1
O -1.741 -0.512 0.450 -2.8 0.4 1.6
O 0.236 0.212 0.089 1.6 2.6 1.8
C -3.390 0.828 3.950 0.4 0.5 0.1
O -3.088 1.297 2.637 0.0 0.3 -0.3
C -2.411 2.583 2.601 0.7 -0.8 1.1
C -2.145 2.947 1.189 1.2 0.1 0.7
N -3.390 3.007 0.497 -0.8 -0.2 -1.2
C -3.257 3.332 -0.932 -0.2 0.1 -0.8
C -2.557 2.280 -1.784 0.1 1.9 1.5
O -3.316 1.109 -1.765 -0.5 -0.3 0.1
C -2.812 0.229 -2.740 0.2 -1.4 -0.6
H -3.987 1.605 4.427 -0.4 -0.4 0.3
H -2.499 0.661 4.555 0.2 0.2 -0.2
H -3.860 -0.152 3.864 -0.4 0.2 0.0
H -1.430 2.501 3.069 0.1 -0.3 0.3
H -2.934 3.321 3.209 -0.6 0.1 -0.2
H -1.420 2.222 0.822 -0.2 -0.1 -0.5
H -1.670 3.928 1.179 0.4 0.1 0.0
H -3.792 3.835 0.913 -0.9 0.0 0.0
H -2.739 4.272 -1.124 0.2 0.1 0.3
H -4.266 3.460 -1.323 -0.2 0.0 -0.1
H -1.563 2.093 -1.377 0.2 -0.1 -0.2
H -2.468 2.752 -2.762 0.0 -0.5 -0.4
H -3.336 -0.721 -2.642 -0.2 0.1 -0.3
H -1.763 -0.038 -2.610 0.2 0.3 0.4
H -2.920 0.662 -3.735 -0.3 -0.1 -0.1
C 3.239 -1.813 0.019 0.7 1.0 -1.2
O 2.341 -2.897 0.065 -0.2 -0.7 1.9
C 2.277 -3.411 1.396 -0.6 0.6 -0.2
C 0.806 -3.945 1.779 1.9 1.4 -2.6
N 0.447 -5.012 0.848 -0.7 -0.2 4.4
C -0.931 -5.397 1.109 -1.4 0.9 -2.2
C -1.397 -6.560 0.264 -1.0 0.7 -0.9
O -1.441 -6.202 -1.136 0.3 -0.6 1.1
C -2.395 -7.005 -1.855 -0.4 0.5 0.8
H 4.224 -1.959 0.463 -0.1 -0.7 0.3
H 2.866 -0.884 0.452 -0.7 -0.1 0.2
H 3.425 -1.590 -1.031 -0.2 -0.2 0.0
H 2.577 -2.625 2.088 -0.3 0.1 0.2
H 2.996 -4.213 1.565 -0.1 -0.5 -0.4
H 0.090 -3.126 1.700 0.1 -0.1 -0.1
H 0.918 -4.256 2.817 0.0 -0.4 0.1
H 0.872 -5.850 1.217 1.7 -0.5 -1.1
H -1.535 -4.507 0.932 -0.3 0.0 -0.2
H -1.085 -5.627 2.164 0.4 -0.2 0.3
H -2.419 -6.725 0.606 -0.3 -0.3 0.1
H -0.839 -7.461 0.520 0.3 -0.2 -0.5
H -2.527 -6.639 -2.873 0.7 -0.2 0.2
H -3.364 -6.852 -1.380 -0.3 -0.1 0.2
H -2.161 -8.067 -1.779 0.2 0.0 -0.3
C 1.262 -0.598 -3.197 0.5 0.1 -0.1
O 0.701 -1.759 -3.775 0.1 0.1 -0.3
C 0.000 -1.537 -5.009 0.6 -0.4 0.6
C -0.655 -2.827 -5.565 0.4 1.2 -0.2
N -1.494 -3.481 -4.561 -0.2 -0.7 -1.6
C -2.226 -4.671 -5.106 0.2 -0.6 2.8
C -1.345 -5.929 -5.312 0.1 0.9 0.2
O -0.495 -6.293 -4.192 -0.3 -0.6 -0.9
C -0.094 -7.710 -4.314 -0.4 1.6 0.3
H 2.045 -0.095 -3.765 -0.1 -0.1 -1.0
H 1.824 -0.816 -2.289 -0.7 -0.6 0.2
H 0.521 0.167 -2.965 -0.4 0.0 0.1
H 0.677 -1.135 -5.763 0.2 0.0 -0.2
H -0.720 -0.737 -4.835 -0.6 0.0 0.0
H 0.073 -3.418 -6.120 0.3 -0.6 1.0
H -1.264 -2.500 -6.407 -0.4 0.4 -0.3
H -2.246 -2.809 -4.495 -0.2 0.3 0.7
H -2.962 -4.494 -5.890 0.7 0.1 -1.0
H -2.917 -4.885 -4.291 -0.1 -0.3 0.4
H -0.776 -5.624 -6.190 0.6 -0.8 -0.2
H -1.987 -6.780 -5.539 -0.1 0.0 -0.3
H 0.632 -7.956 -3.539 0.1 0.5 0.0
H 0.361 -7.873 -5.291 -0.2 -0.2 0.0
H -0.972 -8.323 -4.111 -0.1 -0.2 -0.5
C 3.437 2.979 0.124 -0.2 0.0 -0.1
O 2.693 3.669 -0.842 -0.8 0.5 -0.4
C 1.448 3.024 -1.175 0.6 0.5 -0.2
C 0.759 3.837 -2.319 0.0 -0.2 1.4
N -0.261 4.808 -1.811 0.1 -0.8 0.3
C 0.309 5.984 -1.153 0.7 0.4 -0.2
C -0.694 6.962 -0.527 0.4 0.3 0.2
O 0.022 8.068 0.046 -1.3 0.4 0.0
C -0.802 9.134 0.642 0.9 -1.0 0.7
H 4.245 3.616 0.484 0.0 0.0 -0.3
H 3.835 2.069 -0.325 0.2 -0.3 0.2
H 2.827 2.724 0.991 -0.2 -0.1 0.1
H 0.857 2.926 -0.264 -0.5 0.3 0.1
H 1.674 1.993 -1.446 -0.1 -0.2 -0.5
H 0.243 3.184 -3.023 0.0 -0.2 0.1
H 1.605 4.266 -2.855 -0.1 0.5 -0.2
H -0.814 5.110 -2.601 0.0 0.2 -0.2
H 0.974 6.452 -1.879 0.1 0.6 0.1
H 0.948 5.678 -0.325 0.1 -0.3 -0.1
H -1.180 6.388 0.262 -0.5 0.0 0.3
H -1.447 7.344 -1.216 -0.1 -0.1 -0.3
H -1.316 8.836 1.555 -0.1 -0.8 0.1
H -1.598 9.589 0.052 0.5 -0.1 -0.8
H -0.075 9.846 1.033 -0.1 0.2 -0.6
C -0.827 -1.677 3.960 0.0 -0.8 -0.4
O 0.518 -1.329 3.710 -0.9 0.7 -0.6
C 0.658 0.092 3.783 1.4 0.5 0.7
C 2.126 0.442 3.449 -0.7 -0.3 1.5
N 2.543 1.686 4.094 0.6 0.7 -1.3
C 3.958 1.985 3.740 -1.0 0.6 0.5
C 4.455 3.081 4.679 0.6 0.6 -0.2
O 4.708 2.631 5.983 -0.7 -0.3 0.6
C 5.207 3.629 6.877 0.3 -1.4 0.8
H -0.965 -2.754 3.864 0.6 -0.3 0.7
H -1.523 -1.394 3.170 0.0 1.1 -0.2
H -1.123 -1.319 4.946 -0.3 -0.1 0.0
H 0.445 0.456 4.788 0.2 -0.4 0.7
H -0.047 0.712 3.230 -0.2 -0.6 -1.0
H 2.224 0.420 2.363 0.4 0.5 0.0
H 2.770 -0.313 3.901 -0.1 -0.8 -0.4
H 2.566 1.643 5.103 -0.5 -0.6 0.2
H 3.942 2.341 2.710 0.3 0.1 0.1
H 4.577 1.089 3.784 0.3 -0.1 0.2
H 3.705 3.869 4.750 -0.2 0.2 -0.4
H 5.382 3.538 4.334 0.1 0.0 -0.6
H 4.722 4.604 6.929 -0.1 0.0 -0.9
H 6.292 3.654 6.786 0.1 0.7 -0.3
H 5.052 3.212 7.872 -0.1 -0.1 0.0
```
Forces are in eV/Å.

Computed properties:
Kohn-Sham gap (alpha / beta): 6.599 / 3.294 eV
multiplicity: 2
molecular weight: 865.29 g/mol
<S²>: 0.76
total charge: +2
energy: -68551.3461 eV
relative energy (zero: lowest compared OMol25 entry of this formula, charge and spin): 17.3 kJ/mol
LUMO level (alpha / beta): -0.2136 / -0.3351 Ha

(5)
Computed, not measured: the molecule C16H24N2O, with wB97M-V/def2-TZVPD.

Geometry as XYZ:
```
43
Properties=species:S:1:pos:R:3:forces:R:3
C 3.712 -4.477 0.723 -0.3 0.0 0.0
C 2.285 -3.947 0.765 0.2 0.2 0.0
C 2.236 -2.453 0.440 0.1 -0.2 0.1
N 0.894 -1.917 0.479 -0.1 -0.1 -0.3
C 0.428 -1.315 1.616 -0.2 -0.1 -0.1
O 1.173 -1.001 2.527 0.4 0.1 0.3
N -0.929 -1.087 1.679 0.0 -0.1 0.2
C -1.814 -1.112 0.536 0.1 0.0 -0.3
C -1.680 0.185 -0.280 0.2 -0.1 0.2
C -1.267 1.336 0.650 -0.4 0.1 0.0
C -1.613 2.699 0.036 0.3 -0.2 0.1
C -0.931 2.886 -1.289 -0.1 0.1 0.0
C -1.641 2.818 -2.481 0.0 0.0 0.0
C -0.997 2.961 -3.698 0.0 0.0 -0.1
C 0.370 3.173 -3.739 0.0 0.0 -0.1
C 1.088 3.245 -2.557 0.1 0.0 0.0
C 0.441 3.104 -1.343 0.0 0.0 0.0
C -1.935 1.142 2.013 0.3 -0.1 -0.1
C -1.384 -0.132 2.677 0.0 0.1 0.4
H 4.330 -3.955 1.449 0.1 0.0 0.1
H 3.731 -5.540 0.953 0.1 -0.1 0.0
H 4.144 -4.331 -0.265 0.1 0.0 -0.1
H 1.863 -4.102 1.760 -0.1 0.0 0.0
H 1.668 -4.495 0.047 -0.1 0.0 0.0
H 2.653 -2.271 -0.556 0.1 0.0 0.1
H 2.816 -1.894 1.177 0.0 0.0 -0.2
H 0.239 -2.348 -0.151 0.0 0.1 0.1
H -2.828 -1.200 0.937 0.1 -0.1 -0.1
H -1.641 -1.992 -0.085 -0.1 0.0 0.1
H -0.933 0.070 -1.066 -0.1 0.0 -0.1
H -2.635 0.412 -0.757 -0.1 0.0 -0.1
H -0.182 1.292 0.798 0.0 0.0 0.0
H -2.696 2.775 -0.088 0.0 0.0 0.0
H -1.295 3.485 0.725 -0.1 0.0 0.0
H -2.710 2.656 -2.457 -0.1 0.0 0.0
H -1.565 2.907 -4.615 0.0 0.0 -0.1
H 0.873 3.284 -4.688 0.0 0.0 -0.1
H 2.154 3.414 -2.582 0.1 0.0 0.0
H 1.006 3.165 -0.424 0.1 0.0 0.1
H -1.741 2.000 2.657 -0.1 0.0 0.0
H -3.016 1.068 1.875 -0.1 0.1 0.0
H -2.151 -0.605 3.299 0.1 0.1 0.0
H -0.520 0.098 3.304 -0.2 0.0 0.0
```
Forces are in eV/Å.

Computed properties:
SMILES string: CCCNC(=O)N1CCC(Cc2ccccc2)CC1
Kohn-Sham gap: 9.643 eV
molecular weight: 260.38 g/mol
total charge: 0
energy: -22010.3877 eV
relative energy (zero: lowest compared OMol25 entry of this formula, charge and spin): 4.8 kJ/mol
LUMO level: 0.0285 Ha

(6)
Computed, not measured: the ion C2H5N3P with charge +1 at a distorted geometry, with wB97M-V/def2-TZVPD.

Geometry as XYZ:
```
11
Properties=species:S:1:pos:R:3:forces:R:3
C -0.057 -1.473 0.177 -2.3 -0.5 -0.3
C -1.133 0.643 -0.075 0.0 1.4 -0.4
N 1.128 -1.098 0.267 3.7 1.0 -1.4
N 1.507 1.392 0.312 1.4 2.1 -0.5
N -1.110 -0.624 -0.271 0.0 -1.6 0.6
P 2.136 0.100 -0.289 -1.7 -3.0 1.3
H -0.368 -2.480 0.437 -0.1 0.0 -0.1
H -0.308 1.127 0.462 -0.8 -0.4 -0.1
H -1.923 1.245 -0.507 0.0 -0.1 0.1
H 2.013 2.262 0.234 -0.3 0.8 0.5
H -1.885 -1.093 -0.749 0.1 0.2 0.3
```
Forces are in eV/Å.

Computed properties:
Kohn-Sham gap (alpha / beta): 5.843 / 6.979 eV
multiplicity: 3
molecular weight: 102.06 g/mol
<S²>: 2.04
total charge: +1
energy: -15902.6962 eV
relative energy (zero: lowest compared OMol25 entry of this formula, charge and spin): 69.9 kJ/mol
LUMO level (alpha / beta): -0.2061 / -0.2950 Ha